Formula: C21H16N4O3
Source: the Open Molecules 2025 dataset
Level of theory: the ωB97M-V functional and the def2-TZVPD basis

spin multiplicity	1
frontier orbital gap	8.528	eV
HOMO	-8.70	eV
relative energy (zero: lowest compared OMol25 entry of this formula, charge and spin)	1.146	eV
total charge	0
SMILES	COc1ccccc1-c1noc(-c2ccccc2C(=O)Nc2cccnc2)n1

```
44
Properties=species:S:1:pos:R:3:forces:R:3
C -3.24887 -1.88909 0.59692 -0.14 0.19 0.51
O -3.01632 -2.76740 -0.47704 0.28 -0.25 -0.27
C -2.38819 -2.35150 -1.60199 -0.06 0.00 -0.30
C -2.52220 -3.23599 -2.67937 0.00 0.01 0.18
C -2.02174 -2.93671 -3.92498 -0.02 0.05 0.09
C -1.38909 -1.71983 -4.14158 0.05 0.09 -0.11
C -1.22949 -0.84849 -3.08830 -0.07 -0.17 -0.09
C -1.68978 -1.15412 -1.80313 -0.17 -0.15 -0.18
C -1.31030 -0.20275 -0.76667 0.22 0.78 0.49
N -1.41494 1.09336 -0.91493 -0.62 -0.26 -0.98
O -0.83531 1.63185 0.19207 0.21 -0.13 0.85
C -0.39501 0.60690 0.93458 -0.48 -0.73 -0.80
C 0.30877 0.79981 2.18486 0.26 0.41 0.53
C 0.33883 -0.26470 3.08464 -0.05 0.13 -0.14
C 0.98228 -0.13566 4.29954 0.03 0.02 0.02
C 1.59200 1.06317 4.63553 0.01 -0.01 -0.03
C 1.57696 2.12105 3.74373 -0.01 0.06 -0.14
C 0.96058 1.99737 2.50463 -0.31 -0.23 0.31
C 0.99352 3.18696 1.59798 0.08 0.13 -0.12
O 0.59608 4.27323 1.95759 -0.05 0.06 0.18
N 1.52404 3.02328 0.34900 0.19 0.53 -0.25
C 1.98360 1.86310 -0.27575 0.25 -0.50 -0.36
C 1.70215 1.64935 -1.62550 0.04 -0.03 0.28
C 2.13055 0.47800 -2.22189 0.09 0.04 0.12
C 2.83531 -0.43609 -1.45200 -0.10 -0.05 -0.32
N 3.14681 -0.21971 -0.18623 0.22 -0.36 0.19
C 2.74381 0.89616 0.38635 -0.01 0.41 0.01
N -0.67567 -0.54428 0.39240 0.48 0.17 0.43
H -4.03174 -2.35710 1.19410 0.03 0.08 -0.06
H -2.35152 -1.75823 1.20804 -0.23 -0.06 -0.09
H -3.59625 -0.91198 0.24674 -0.01 -0.05 0.02
H -3.04604 -4.16073 -2.49481 -0.07 -0.09 0.02
H -2.13849 -3.64169 -4.73403 -0.03 -0.07 -0.06
H -1.01750 -1.46268 -5.12128 0.04 0.03 -0.08
H -0.72595 0.09557 -3.22796 0.07 0.07 0.00
H -0.15096 -1.18478 2.80846 -0.05 -0.10 -0.01
H 1.00210 -0.96640 4.98797 -0.01 -0.07 0.05
H 2.08226 1.17395 5.59070 0.04 0.01 0.08
H 2.05255 3.05763 3.99308 0.02 0.09 0.03
H 1.36055 3.81812 -0.25956 0.00 -0.08 0.22
H 1.13919 2.38642 -2.18143 -0.08 0.04 -0.03
H 1.91983 0.27696 -3.26057 -0.01 -0.04 -0.09
H 3.17797 -1.37391 -1.86569 0.00 -0.07 -0.13
H 3.04564 1.03157 1.41579 0.00 0.10 0.06
```
Forces are in eV/Å.

Formula: C21H16N4O8Sr
Source: the Open Molecules 2025 dataset
Level of theory: the ωB97M-V functional and the def2-TZVPD basis

spin multiplicity	1
frontier orbital gap	8.386	eV
HOMO	-8.90	eV
relative energy (zero: lowest compared OMol25 entry of this formula, charge and spin)	0.000	eV
total charge	0

```
50
Properties=species:S:1:pos:R:3:forces:R:3
Sr 0.89914 0.48880 0.01997 -0.08 -0.09 0.00
O 0.35218 0.71298 4.74233 0.01 0.01 0.00
C 0.69050 0.75079 3.57636 -0.04 0.00 0.02
N -0.13052 0.76183 2.47894 0.01 -0.03 -0.04
C -1.28884 0.09514 2.54787 0.00 -0.01 0.03
O -1.63426 -0.80427 3.32962 0.00 0.01 0.01
C -2.26356 0.39786 1.42689 -0.06 0.00 -0.02
C -3.62771 0.38778 1.69155 0.03 0.00 0.02
C -4.50582 0.61316 0.64884 0.00 0.00 -0.02
C -3.99719 0.81019 -0.62785 0.00 0.00 0.00
C -2.62595 0.78420 -0.80787 -0.02 0.00 0.01
N -1.77189 0.59162 0.20264 0.05 0.02 0.04
C 2.18018 0.88442 3.28101 0.05 0.01 -0.01
C 3.04275 1.06809 4.35380 -0.05 0.00 0.02
C 4.40015 1.17702 4.11660 0.00 0.00 -0.01
C 4.86010 1.09727 2.81112 0.00 0.00 -0.05
C 3.93444 0.90961 1.80105 0.02 0.00 0.03
N 2.62304 0.80325 2.02269 -0.05 0.02 -0.03
H -3.96444 0.19824 2.70063 0.00 0.00 0.00
H -5.57385 0.62800 0.82468 0.00 0.00 0.00
H -4.64849 0.98251 -1.47363 0.00 0.00 0.01
H -2.16954 0.92843 -1.77964 0.01 0.00 0.00
H 2.61357 1.11530 5.34387 0.02 0.00 0.01
H 5.09150 1.32206 4.93645 0.00 0.00 0.00
H 5.91044 1.17820 2.56917 0.01 0.00 0.03
H 4.25779 0.84313 0.76741 -0.01 0.01 0.00
O -1.85939 -2.67816 1.40566 -0.01 -0.01 -0.02
C -0.75676 -2.34256 0.77207 0.02 0.02 0.01
O 0.23119 -1.87845 1.29481 0.01 -0.01 -0.01
C -0.79646 -2.48916 -0.72867 -0.02 0.00 0.03
C -1.70210 -3.25422 -1.44748 0.01 0.01 0.00
C -1.56800 -3.27376 -2.82763 0.00 0.00 0.01
C -0.56541 -2.52625 -3.43396 0.01 0.01 -0.01
C 0.26919 -1.76980 -2.62409 -0.01 0.00 0.01
N 0.14987 -1.76865 -1.30814 0.00 0.00 0.00
C 1.43075 -0.92202 -3.09400 0.01 0.02 0.02
O 1.45627 -0.56774 -4.38377 0.01 -0.01 -0.02
O 2.33097 -0.64208 -2.35035 0.03 0.01 -0.04
H -1.83346 -2.22567 2.30114 0.00 0.00 0.01
H -2.47371 -3.81072 -0.93521 0.00 -0.01 -0.01
H -2.23666 -3.87201 -3.43198 0.00 0.00 0.00
H -0.43372 -2.55592 -4.50764 -0.01 0.00 0.00
H 0.56657 -0.60205 -4.75688 -0.01 0.00 0.01
C 0.75185 3.02269 -3.60259 0.00 0.00 0.01
C 0.71419 2.16708 -2.35694 -0.01 -0.01 -0.02
O 1.42089 2.48871 -1.36840 0.02 0.01 -0.01
O -0.02406 1.13363 -2.36742 0.03 0.02 -0.01
H 1.31668 3.93476 -3.43226 0.00 0.00 0.00
H -0.26446 3.25807 -3.91777 0.00 0.00 0.00
H 1.22200 2.44861 -4.40301 0.01 0.00 0.00
```
Forces are in eV/Å.

Formula: C21H16N6Ni
Source: the Open Molecules 2025 dataset
Level of theory: the ωB97M-V functional and the def2-TZVPD basis

spin multiplicity	3
frontier orbital gap (alpha / beta)	7.331 / 6.939	eV
HOMO (alpha / beta)	-14.39 / -14.39	eV
total charge	+2

```
44
Properties=species:S:1:pos:R:3:forces:R:3
Ni 0.63818 -1.06570 0.61586 -0.89 -0.31 -0.44
N 3.52110 -1.42369 -2.60610 -0.23 0.96 0.29
C 2.58682 -1.72872 -1.71710 0.77 -0.10 -0.37
N 2.10789 -0.93192 -0.80076 0.45 0.84 0.00
C 2.62036 0.39167 -0.78008 -0.75 -0.31 0.27
N 2.10651 1.26390 0.02222 0.69 1.19 0.33
N 1.18313 0.77501 0.87434 0.31 -1.26 -1.26
C 0.77765 1.37985 1.89947 0.18 1.29 0.62
C -0.18387 0.66238 2.71214 -1.32 -1.13 1.20
C -0.80660 1.18376 3.84355 0.20 0.63 -0.23
C -1.74700 0.44850 4.55076 -0.23 -1.07 -0.72
C -2.06501 -0.84472 4.09727 0.62 0.81 0.58
C -1.38569 -1.33479 2.98746 0.26 -0.03 -0.03
N -0.47335 -0.62015 2.32903 0.51 0.52 -0.36
C 3.69186 0.77621 -1.67298 0.50 -0.04 -0.25
C 4.40549 1.98166 -1.57925 0.15 0.30 -0.23
C 5.39841 2.32792 -2.49644 -0.91 -0.43 0.66
C 5.65667 1.43004 -3.53638 0.98 -0.21 -0.37
C 5.08099 0.16773 -3.57755 -0.36 -0.01 -0.30
C 4.09223 -0.13810 -2.64688 0.31 -0.30 -0.03
H 3.89391 -2.10127 -3.25008 -0.25 -0.36 -0.03
H 2.25180 -2.72737 -1.75110 -0.50 -1.05 -0.02
H 1.14048 2.38308 2.15303 -0.17 -0.31 -0.02
H -0.59525 2.19040 4.19118 0.18 -0.07 -0.22
H -2.23211 0.88442 5.41441 0.04 -0.13 0.02
H -2.71743 -1.47689 4.67965 -0.22 -0.05 -0.22
H -1.52315 -2.34771 2.61579 -0.16 0.15 0.17
H 4.18576 2.65300 -0.76760 -0.17 0.10 0.13
H 5.92303 3.27236 -2.32985 -0.09 -0.43 -0.46
H 6.41280 1.64633 -4.29850 -0.30 0.11 0.35
H 5.35385 -0.56162 -4.35925 -0.10 0.50 0.49
N -1.06790 -1.51221 -0.54766 0.44 0.31 0.35
C -2.19428 -1.28591 -0.64163 -0.23 -0.26 0.15
C -3.59684 -0.99409 -0.61870 0.44 -0.40 0.80
C -4.47315 -1.85524 0.08492 -0.26 0.90 -1.22
C -5.80289 -1.48370 0.21431 0.90 0.88 0.72
C -6.19082 -0.17980 -0.14369 -0.33 -0.52 -0.62
C -5.30420 0.66809 -0.78829 0.70 -0.87 0.46
C -3.99102 0.26488 -1.02306 -0.84 0.69 -0.32
H -4.11526 -2.79280 0.42833 0.17 -0.71 0.29
H -6.43714 -2.11833 0.79846 -0.51 -0.25 -0.11
H -7.22089 0.15052 -0.01559 0.25 -0.15 0.20
H -5.57340 1.65627 -1.04678 -0.44 0.80 -0.32
H -3.33166 0.96676 -1.51687 0.21 -0.21 0.02
```
Forces are in eV/Å.

Formula: C21H17AuBrF4NO8P3
Source: the Open Molecules 2025 dataset
Level of theory: the ωB97M-V functional and the def2-TZVPD basis

spin multiplicity	1
frontier orbital gap	7.506	eV
HOMO	-12.54	eV
relative energy (zero: lowest compared OMol25 entry of this formula, charge and spin)	0.334	eV
total charge	+1

```
56
Properties=species:S:1:pos:R:3:forces:R:3
Au -0.22614 -0.19926 0.38709 0.31 -0.21 -0.06
C 2.83313 3.48133 2.30964 0.00 0.04 -0.04
C 2.19985 2.51810 1.31460 0.00 -0.10 0.04
O 2.60972 2.87618 0.01083 0.13 0.00 0.04
P 2.69570 0.78661 1.66590 0.12 -0.03 -0.07
O 2.46120 0.50844 3.19438 0.16 -0.08 0.05
O 4.26003 0.78173 1.51668 -0.03 -0.10 -0.02
O 2.02045 -0.19127 0.74167 0.00 0.04 0.04
P 0.37045 2.45917 1.43596 -0.25 0.08 0.16
O -0.18148 3.94912 1.50205 0.04 -0.03 0.07
O -0.00560 1.62410 2.62192 0.07 0.14 -0.07
O -0.08622 1.92142 0.06630 -0.23 -0.17 0.02
H 3.91798 3.38762 2.28620 0.00 -0.01 -0.01
H 2.48709 3.28908 3.32468 0.01 0.00 0.01
H 2.57131 4.49753 2.01698 -0.01 0.00 0.02
H 2.01919 2.45913 -0.62897 -0.09 -0.02 -0.06
H 1.54307 0.69792 3.46220 -0.21 0.04 -0.04
H 4.66388 -0.07159 1.30514 -0.05 0.09 -0.01
H -0.28371 4.26818 2.40932 0.01 0.00 -0.07
F -4.44061 -5.78360 -1.19132 -0.01 -0.02 -0.01
C -4.03410 -4.59987 -0.77956 0.00 0.00 0.00
C -4.95310 -3.62300 -0.44638 0.01 0.01 0.01
F -6.24583 -3.86658 -0.54053 -0.03 -0.01 0.00
C -4.50595 -2.38114 -0.01706 -0.02 0.01 -0.01
F -5.41867 -1.45086 0.26220 0.01 0.00 0.01
C -3.16011 -2.09930 0.11215 0.02 0.04 -0.06
P -2.57660 -0.44520 0.59009 -0.07 0.20 0.05
C -2.80205 0.31246 -1.09761 0.03 -0.01 -0.04
C -1.96763 0.02602 -2.18300 -0.07 0.03 0.05
C -2.29100 0.46866 -3.45515 0.03 -0.04 0.06
C -3.45647 1.18948 -3.66583 -0.05 0.04 0.01
C -4.30055 1.45910 -2.60035 0.00 0.00 -0.05
C -3.98030 1.02918 -1.32118 -0.06 0.01 -0.07
C -3.56746 0.64356 1.60364 -0.01 -0.01 0.01
C -4.36883 0.15316 2.63406 0.03 0.02 0.03
C -5.02822 1.04199 3.46206 -0.01 0.02 0.00
C -4.86164 2.41187 3.28447 -0.01 -0.02 0.00
C -4.04236 2.89601 2.27642 0.01 0.00 -0.02
C -3.39656 2.01469 1.42241 0.02 0.07 0.13
C -2.25011 -3.08869 -0.25195 -0.01 0.01 0.02
Br -0.36964 -2.80928 -0.24246 0.06 0.06 -0.03
C -2.67539 -4.32445 -0.69033 0.01 -0.02 0.00
F -1.80532 -5.26122 -1.03776 0.01 -0.01 0.00
H -1.05846 -0.54874 -2.06664 0.03 -0.03 0.05
H -1.62852 0.24706 -4.28077 0.00 0.00 0.00
H -3.70650 1.53815 -4.65860 0.00 0.00 0.00
H -5.21691 2.01231 -2.75646 0.00 0.00 -0.01
H -4.66099 1.24946 -0.51166 0.00 -0.05 -0.12
H -4.47784 -0.91279 2.78916 0.00 -0.01 -0.01
H -5.66708 0.66947 4.25084 0.00 0.00 0.00
H -5.37466 3.10321 3.93958 0.00 0.00 0.01
H -3.90940 3.96116 2.14375 0.00 0.00 0.01
H -2.76586 2.39347 0.62728 0.02 0.00 0.05
O -0.48404 -0.98280 4.01252 -0.21 -0.10 -0.01
C -1.11804 -1.03688 3.04615 0.30 0.35 0.06
N -1.76500 -1.17818 2.02900 0.01 -0.22 -0.09
```
Forces are in eV/Å.

Formula: C21H17BrF2N4O5RuSe
Source: the Open Molecules 2025 dataset
Level of theory: the ωB97M-V functional and the def2-TZVPD basis

spin multiplicity	2
frontier orbital gap (alpha / beta)	7.575 / 6.263	eV
HOMO (alpha / beta)	-11.57 / -11.60	eV
relative energy (zero: lowest compared OMol25 entry of this formula, charge and spin)	1.310	eV
total charge	+1

```
52
Properties=species:S:1:pos:R:3:forces:R:3
Ru -0.11100 0.14889 -0.48630 -0.54 0.14 0.06
O -2.23181 -3.40186 -4.19976 0.00 0.00 -0.02
C -1.62529 -2.32349 -3.69956 0.03 0.04 0.03
C -1.09325 -1.30297 -4.51425 -0.01 -0.03 0.04
C -0.48604 -0.21736 -3.93392 0.06 0.12 -0.06
N -0.41242 -0.16432 -2.59481 -0.08 -0.30 -0.12
C -0.89720 -1.10993 -1.88446 0.11 0.31 0.20
Br 1.31704 -1.80193 -0.15270 0.21 -0.09 -0.05
C -1.53571 -2.23779 -2.30681 -0.03 -0.08 -0.03
H -2.25114 -3.38312 -5.16451 0.00 -0.01 0.00
H -1.15921 -1.36735 -5.59197 -0.01 -0.02 0.00
H -0.06215 0.59541 -4.50597 0.00 0.00 0.01
H -1.93813 -2.99839 -1.65684 0.00 0.00 0.00
F 0.17637 -0.12320 2.50837 0.01 0.00 -0.03
C 0.51129 0.66646 1.45575 0.04 0.06 -0.02
F 1.85268 0.76378 1.46869 -0.02 0.00 0.00
H 0.08035 1.66004 1.62242 -0.02 -0.02 0.04
O 1.08594 1.84781 -0.88901 0.07 -0.05 0.03
C 0.04802 2.57694 -0.94243 0.10 0.00 -0.03
O -1.06249 1.99011 -0.70371 0.01 -0.04 -0.02
C 0.11305 4.01034 -1.25307 0.00 -0.01 0.00
C 1.34440 4.61056 -1.50813 0.00 0.00 0.00
C 1.40281 5.96383 -1.79671 0.00 0.00 0.00
C 0.23816 6.71761 -1.83156 0.00 0.00 -0.01
C -0.96941 6.09386 -1.57167 0.00 -0.01 -0.04
C -1.06271 4.75045 -1.27998 -0.01 0.00 -0.01
N -2.21225 6.89529 -1.60603 0.02 0.04 0.16
O -3.24468 6.32836 -1.31659 -0.01 -0.02 -0.06
O -2.11009 8.06496 -1.90081 -0.01 -0.01 -0.05
H 2.24338 4.01004 -1.47419 0.00 0.00 0.00
H 2.35441 6.43659 -1.99394 0.00 0.00 0.00
H 0.25131 7.77448 -2.05472 0.00 0.00 0.00
H -2.02224 4.29724 -1.07999 0.00 0.00 0.00
C -3.55587 -0.68146 3.62553 -0.01 -0.02 0.00
N -2.54218 -1.63647 3.20432 0.00 0.05 0.00
C -1.87371 -1.65065 2.04688 0.00 -0.08 -0.07
Se -2.23616 -0.51397 0.58537 0.11 0.02 0.01
N -0.98632 -2.64569 2.07095 0.00 0.00 0.05
C -1.02881 -3.27796 3.30672 -0.02 0.02 0.00
C -0.29198 -4.32423 3.84480 -0.01 0.00 -0.01
C -0.61982 -4.70705 5.13031 -0.01 0.00 0.01
C -1.64269 -4.07383 5.85211 0.02 -0.02 0.00
C -2.37276 -3.03196 5.31494 -0.01 0.02 -0.02
C -2.03752 -2.64675 4.02340 0.03 -0.03 0.04
H -3.74363 0.02184 2.82027 0.00 0.01 0.01
H -3.19472 -0.14171 4.49953 -0.01 0.00 0.00
H -4.47708 -1.20592 3.87136 0.00 -0.01 -0.01
H -0.26967 -2.75331 1.35890 -0.01 -0.01 -0.05
H 0.49691 -4.81132 3.28905 0.00 0.00 0.00
H -0.07472 -5.51666 5.59513 0.00 0.00 0.00
H -1.86204 -4.41046 6.85569 0.00 0.00 0.00
H -3.15818 -2.54300 5.87414 0.00 0.00 0.00
```
Forces are in eV/Å.

> What is the formula in the fourth record?

C21H17AuBrF4NO8P3